{"formula": "C4H10NO", "method": "the ωB97M-V functional and the def2-TZVPD basis", "e_homo_ev": -14.41, "total_energy_ha": -288.08852, "total_charge": 1, "relative_energy_ev": 2.0292, "e_lumo_ev": -5.65, "orbital_gap_ev": 8.8, "species": ["C", "C", "C", "C", "N", "H", "H", "H", "H", "H", "H", "H", "H", "H", "H", "O"], "positions_angstrom": [[-1.7276, -0.6414, 1.4587], [-0.8454, -0.7045, 0.2518], [-0.8384, -1.7809, -0.5418], [-0.3464, 1.5602, -0.0597], [0.1285, 0.3755, 0.0779], [-2.4582, 0.1843, 1.3976], [-2.3553, -1.5240, 1.4738], [-1.1868, -0.4820, 2.3978], [-0.1383, -1.8317, -1.3602], [-1.4062, -2.6541, -0.2526], [0.2980, 2.4295, -0.1798], [-1.2701, 1.6182, -0.6355], [1.1121, 0.1610, -0.0962], [3.3185, 0.4604, -0.3181], [3.3382, 1.1447, -1.6938], [2.7475, 0.8691, -0.9920]], "forces_ev_per_a": [[-0.546, 1.188, 0.039], [0.147, -1.770, -0.132], [0.960, 0.970, 0.609], [1.367, -0.087, -2.704], [-1.840, 0.207, -0.114], [0.327, -0.038, -0.091], [0.212, -0.262, 0.248], [0.020, -0.310, -0.179], [-0.058, -0.222, -0.267], [-0.234, 0.144, -0.354], [0.264, -0.278, 0.499], [-0.962, 0.185, 1.588], [0.335, 0.386, 0.628], [0.015, 0.308, -0.448], [0.127, 0.058, -0.268], [-0.134, -0.479, 0.947]]}



{"formula": "C4H10NO", "method": "the ωB97M-V functional and the def2-TZVPD basis", "smiles": "C=C[C@@](C)([NH3+])O", "e_homo_ev": -14.92, "total_energy_ha": -288.07663, "total_charge": 1, "relative_energy_ev": 2.3525, "e_lumo_ev": -3.42, "orbital_gap_ev": 11.5, "species": ["C", "C", "C", "C", "N", "O", "H", "H", "H", "H", "H", "H", "H", "H", "H", "H"], "positions_angstrom": [[2.1948, 0.1638, 0.7387], [1.2866, 0.3638, -0.1589], [-0.2119, -0.2924, 0.0900], [-1.1132, 0.8019, 0.6816], [-0.9880, -0.5951, -1.2493], [-0.1763, -1.5207, 0.7542], [3.1980, 0.3406, 0.5735], [1.9589, -0.3282, 1.6929], [1.3002, 0.8954, -1.1543], [-2.0954, 0.3136, 0.8290], [-0.6418, 1.0808, 1.7205], [-0.8632, 1.7650, 0.0675], [-1.9405, -0.1537, -1.1184], [-1.1727, -1.5914, -1.1051], [-0.5826, -0.1384, -1.9775], [0.7719, -1.7244, 0.9774]], "forces_ev_per_a": [[-0.480, -1.065, 1.358], [-4.305, -1.035, -2.390], [1.653, 1.875, 0.266], [2.759, 0.697, 2.024], [-2.704, -0.467, 4.774], [0.847, 0.794, -0.051], [1.912, 0.950, -0.167], [0.081, 0.120, -0.400], [0.729, -0.557, 1.280], [0.005, 1.246, -0.150], [-1.200, -0.641, -1.765], [-1.554, -1.718, 0.844], [1.165, -0.439, -0.324], [0.635, -0.317, -1.501], [1.692, 0.452, -3.420], [-1.236, 0.103, -0.379]]}



{"formula": "C4H10NO", "method": "the ωB97M-V functional and the def2-TZVPD basis", "smiles": "C[C@@H]1OC[N@H+]1C", "e_homo_ev": -15.61, "total_energy_ha": -288.06341, "total_charge": 1, "relative_energy_ev": 2.7125, "e_lumo_ev": -3.19, "orbital_gap_ev": 12.4, "species": ["C", "C", "O", "C", "N", "C", "H", "H", "H", "H", "H", "H", "H", "H", "H", "H"], "positions_angstrom": [[-1.5929, -1.4247, -0.1831], [-0.3873, -0.5491, -0.5895], [0.9027, -1.2956, -0.8667], [1.6424, -0.3004, -0.1770], [0.3814, 0.3305, 0.4276], [0.2410, 1.7810, 0.4452], [-2.3732, -1.0950, 0.6119], [-1.1755, -2.3746, 0.2005], [-2.2674, -1.5399, -1.0289], [-0.7418, 0.2117, -1.3060], [2.2341, 0.3820, -0.7598], [2.3381, -0.5344, 0.5227], [0.2283, -0.1945, 1.2836], [0.5688, 2.1443, -0.5157], [-0.8040, 2.0207, 0.6557], [0.8054, 2.4382, 1.2795]], "forces_ev_per_a": [[-0.064, -0.058, 1.589], [-0.094, 0.433, -0.302], [-1.942, 1.525, 0.633], [-2.019, 1.248, -1.479], [1.261, -2.103, 0.111], [0.086, 2.208, 2.031], [1.879, 0.277, -0.949], [-0.469, 0.230, -0.469], [0.493, -0.390, -0.353], [0.730, -0.720, -0.601], [-0.576, 0.738, -1.126], [1.568, -1.952, 2.540], [0.035, 0.747, 0.795], [-0.144, 0.171, -0.291], [0.007, -0.045, -0.415], [-0.751, -2.307, -1.715]]}



{"formula": "C4H10NO2", "method": "the ωB97M-V functional and the def2-TZVPD basis", "e_homo_ev": -2.67, "total_energy_ha": -363.60973, "total_charge": -1, "relative_energy_ev": 3.1209, "e_lumo_ev": 3.76, "orbital_gap_ev": 6.4, "species": ["O", "C", "C", "H", "H", "H", "H", "C", "N", "C", "O", "H", "H", "H", "H", "H", "H"], "positions_angstrom": [[-0.0287, -1.1346, 2.8519], [-0.3747, -0.0384, 2.4918], [0.6118, 1.0145, 2.0963], [-1.4510, 0.2037, 2.4606], [1.5707, 0.6530, 2.4760], [0.4538, 1.9728, 2.5982], [0.6138, 1.1149, 1.0096], [0.3014, -1.4969, -1.7375], [0.0228, -0.3980, -0.7949], [-0.4538, 0.8042, -1.6505], [-1.5434, 0.6166, -2.3351], [-0.5694, -1.6687, -2.3815], [0.6014, -2.4213, -1.2385], [1.1116, -1.1908, -2.4072], [-0.8434, -0.6971, -0.3445], [0.4764, 1.0391, -2.2369], [-0.4991, 1.6269, -0.8577]], "forces_ev_per_a": [[-0.135, -0.260, 0.186], [0.170, 0.147, -0.003], [0.432, -0.075, 0.703], [-0.091, 0.114, -0.163], [0.117, -0.021, -0.444], [-0.461, 0.033, -0.217], [0.024, 0.011, -0.029], [-0.100, 0.381, -0.147], [-0.059, -0.270, -0.656], [0.452, 0.144, 0.963], [-0.362, -0.067, -0.258], [0.021, -0.192, 0.020], [-0.045, 0.029, 0.125], [0.107, -0.007, 0.112], [-0.009, 0.177, 0.130], [0.029, -0.006, -0.070], [-0.089, -0.140, -0.252]]}



{"formula": "C4H10NO2", "method": "the ωB97M-V functional and the def2-TZVPD basis", "smiles": "N[C@@H](C[O-])CCO", "e_homo_ev": -2.61, "total_energy_ha": -363.62338, "total_charge": -1, "relative_energy_ev": 2.7496, "e_lumo_ev": 3.81, "orbital_gap_ev": 6.4, "species": ["N", "C", "C", "O", "C", "C", "O", "H", "H", "H", "H", "H", "H", "H", "H", "H", "H"], "positions_angstrom": [[-0.2831, -0.3935, 1.9971], [0.3049, -0.0527, 0.7082], [1.2284, -1.2186, 0.2735], [0.6233, -2.4093, 0.4514], [-0.8051, 0.1198, -0.3339], [-0.4207, 0.8534, -1.6282], [-0.9253, 2.2005, -1.6691], [0.0628, 0.1218, 2.7909], [-0.1705, -1.4066, 2.0597], [0.8563, 0.9102, 0.7289], [1.5126, -1.0119, -0.7837], [2.1680, -1.1227, 0.8603], [-1.6764, 0.6597, 0.0745], [-1.2055, -0.8744, -0.5471], [-0.8663, 0.3219, -2.4768], [0.6676, 0.8525, -1.7535], [-1.0710, 2.4498, -0.7521]], "forces_ev_per_a": [[-0.597, 0.245, -0.087], [-0.056, 0.659, -0.322], [-0.204, -0.364, -0.031], [-0.051, -0.042, 0.056], [-0.605, 0.137, -0.203], [-0.188, -0.578, 0.194], [0.161, -0.038, 0.015], [0.360, -0.184, -0.094], [0.119, -0.074, 0.194], [0.024, -0.266, 0.315], [0.175, 0.070, -0.208], [0.290, 0.202, 0.120], [0.248, -0.013, 0.194], [0.224, -0.120, -0.073], [0.147, 0.232, -0.035], [-0.052, 0.081, -0.038], [0.004, 0.053, 0.003]]}



{"formula": "C4H10NO2", "method": "the ωB97M-V functional and the def2-TZVPD basis", "smiles": "[O-]CCCNCO", "e_homo_ev": -2.52, "total_energy_ha": -363.55638, "total_charge": -1, "relative_energy_ev": 4.5727, "e_lumo_ev": 3.76, "orbital_gap_ev": 6.3, "species": ["O", "C", "C", "C", "N", "C", "O", "H", "H", "H", "H", "H", "H", "H", "H", "H", "H"], "positions_angstrom": [[3.3970, 0.0822, 0.9675], [2.1310, 0.3301, 0.7327], [1.0175, -0.8033, 0.9302], [-0.2369, -0.7554, 0.0108], [-0.8383, 0.5940, -0.1829], [-1.6497, 0.7052, -1.3189], [-2.9213, 0.0771, -0.8248], [1.5895, 1.2091, 1.2164], [2.0567, 0.6345, -0.4162], [1.3019, -1.9289, 0.9709], [0.6586, -0.8765, 2.0711], [-0.9186, -1.3396, 0.5786], [0.0854, -1.1255, -0.9815], [-0.0682, 1.2739, -0.1855], [-2.0012, 1.6641, -1.5810], [-1.1224, 0.2101, -2.0956], [-2.4811, 0.0490, 0.1083]], "forces_ev_per_a": [[-0.080, -0.151, 1.113], [-0.642, -0.285, -2.177], [-0.541, -1.569, 2.595], [1.696, 1.139, 0.095], [2.383, 1.116, 1.698], [-2.039, -1.342, 1.155], [2.337, -0.134, 0.968], [0.586, -0.052, 0.272], [-0.675, -0.324, 0.698], [0.438, 1.723, -1.047], [0.432, 1.084, -1.959], [-1.008, -1.019, -0.460], [-0.496, -0.356, 0.329], [-0.409, -0.281, 0.116], [0.529, 1.518, -0.300], [-0.442, -0.888, -1.539], [-2.069, -0.180, -1.557]]}



Q: Number 5 is which compound?
A: C4H10NO2